Entry 1:
This record from the Open Molecules 2025 dataset describes a molecular structure, C23H22N4O4Ru. The level of theory is wB97M-V/def2-TZVPD.

E = -1503.93005 a.u.
HOMO-LUMO gap (alpha / beta) = 4.50 / 5.71 eV
LUMO energy (alpha / beta) = -9.60 / -8.87 eV
net charge = +2

Each line ends with the Mulliken charge.
CARTESIAN COORDINATES (ANGSTROEM)
Ru 1.503877 0.194243 -0.045915  0.65
O -5.510162 1.240270 1.720835  -0.52
O -4.694580 -2.122374 -0.504155  -0.61
O 1.663222 -1.535715 0.801540  -0.90
O 0.907298 1.942353 -0.867462  -0.84
N -4.257599 -0.115916 0.434760  -0.11
N -0.229170 -0.700511 -0.854516  0.57
N 3.386716 1.065242 -0.084274  0.15
N 1.895611 0.818670 1.949029  0.23
C -3.941004 -1.191658 -0.305338  0.11
C 1.107929 2.544941 -4.391148  -0.57
C 3.354743 2.175097 -3.503076  -0.66
C 3.724438 1.765385 -1.094556  0.20
C -1.462656 -0.590040 -0.334698  -0.70
C 0.081068 -3.037617 1.706695  -0.20
C -2.551103 -1.225764 -0.898752  0.53
C 1.414307 2.056643 -2.031830  0.75
C 3.033172 1.721460 2.107456  -0.64
C -5.579902 0.022895 1.024651  -0.39
C -0.037188 -1.447910 -1.952393  -0.66
C 0.563748 -0.964145 2.848677  0.14
C -2.346918 -2.009621 -2.027564  -0.15
C 2.843473 1.952532 -2.247239  0.15
C 4.099062 1.154848 1.181401  -0.64
C -0.336034 -1.315315 3.859935  -0.75
C -1.076006 -2.110038 -2.571941  -0.90
C 2.500097 2.441012 -4.581498  -0.55
C -0.833408 -3.351326 2.693293  -0.59
C 0.783277 -1.834765 1.762315  0.77
C 1.398963 0.200133 2.955158  -0.02
C 0.571643 2.377523 -3.147305  -0.41
C -1.052618 -2.488907 3.771039  -0.66
H -1.380417 -4.282710 2.632233  0.46
H 0.466708 2.777483 -5.230392  0.44
H 0.288305 -3.713867 0.887375  0.54
H 2.917974 2.589702 -5.568225  0.43
H -0.477057 -0.650803 4.703591  0.49
H -0.884825 -2.714535 -3.446857  0.49
H -5.773026 -0.833223 1.675280  0.30
H 1.694631 0.515414 3.956696  0.41
H -1.548381 -0.008921 0.574385  0.45
H 3.389313 1.748564 3.137404  0.41
H 4.425912 2.137853 -3.657801  0.47
H -0.487998 2.491194 -2.960898  0.53
H -3.189993 -2.543931 -2.447565  0.54
H 0.980693 -1.530832 -2.321493  0.56
H 4.979171 1.794284 1.117061  0.38
H 4.389574 0.155394 1.505148  0.27
H 4.680696 2.287554 -1.095627  0.42
H -6.357521 1.430639 2.135402  0.32
H -3.687889 0.713820 0.461233  0.25
H -6.338931 0.027819 0.237337  0.31
H 2.753618 2.727419 1.791826  0.27
H -1.764852 -2.749942 4.540762  0.49

Atomic forces in eV per Å
Ru 2.5 2.1 1.3
O 0.1 -0.1 0.0
O 0.0 0.0 0.0
O -0.5 -0.1 -0.7
O -0.6 -1.8 2.4
N 0.0 0.0 0.1
N -0.7 0.2 0.5
N -1.0 -0.5 0.4
N -0.8 -0.5 -1.1
C 0.0 0.0 0.0
C 0.5 0.0 -0.1
C -0.2 0.4 -1.6
C -0.3 0.2 -1.3
C 0.0 0.0 -0.1
C 0.1 -0.4 0.0
C 0.0 0.0 0.0
C 0.6 0.4 -2.7
C 0.3 0.2 0.1
C -0.1 0.0 0.0
C 0.1 0.0 0.0
C -0.2 0.2 0.1
C 0.0 0.0 -0.1
C -0.7 -0.3 1.3
C -0.1 0.1 0.3
C 0.1 0.1 0.0
C 0.0 0.0 0.0
C 0.5 -0.1 0.6
C 0.0 0.0 -0.1
C 0.2 0.0 -0.2
C 0.1 0.0 0.2
C 0.4 -0.1 0.9
C 0.0 0.0 0.0
H 0.0 0.0 0.0
H 0.0 0.0 0.0
H -0.1 0.0 0.0
H 0.0 0.0 0.0
H 0.0 0.0 0.0
H 0.0 0.0 0.0
H 0.0 0.0 0.1
H 0.0 0.1 -0.1
H 0.0 0.1 0.0
H -0.2 0.0 0.0
H 0.0 0.0 -0.1
H 0.0 0.0 0.0
H 0.0 0.0 0.0
H 0.0 0.0 0.0
H 0.0 0.0 -0.1
H 0.0 0.0 0.0
H 0.1 -0.1 0.0
H 0.0 0.0 0.0
H 0.0 0.0 -0.1
H 0.0 0.1 0.0
H 0.0 0.0 0.0
H 0.0 0.0 0.0

Entry 2:
This record from the Open Molecules 2025 dataset describes a molecular structure, C23H22N4S5Zn. The level of theory is wB97M-V/def2-TZVPD.

E = -4879.02364 a.u.
HOMO-LUMO gap = 7.74 eV
LUMO energy = 0.09 eV

Each line ends with the Mulliken charge.
CARTESIAN COORDINATES (ANGSTROEM)
Zn 10.485352 12.052723 10.962199  0.56
S 11.081041 6.605472 11.073701  -0.26
S 10.283276 14.285781 11.354435  -0.44
S 13.932017 12.091135 9.785585  -0.16
S 11.881735 10.620190 11.975242  -0.47
S 8.109819 11.876950 10.495698  -0.37
N 8.953831 7.935077 11.124415  -0.61
N 11.956168 8.453887 9.289631  -0.46
N 10.648415 12.192446 8.848981  0.76
N 9.755301 8.548759 10.191513  0.04
C 7.528415 16.173197 9.149441  -0.49
C 12.913357 11.972923 12.370836  0.42
C 11.613094 13.117324 6.887302  -0.85
C 7.645391 5.311594 12.186272  -1.08
C 10.464774 12.809737 6.160842  -0.69
C 9.452436 12.104600 6.798898  -0.77
C 7.936969 13.592578 10.057077  0.11
C 13.803444 12.601997 11.502575  0.11
C 12.839896 12.469941 13.673011  -0.50
C 11.686797 12.812471 8.259065  0.24
C 14.671811 13.607306 11.950284  -0.47
C 8.370138 11.211715 8.878513  -0.96
C 8.902284 14.557960 10.317733  0.87
C 13.636221 13.509260 14.090461  -0.67
C 9.505449 6.929613 11.709075  0.36
C 8.692567 15.861885 9.804775  -0.75
C 14.556342 14.084085 13.251336  -0.44
C 10.947868 8.000151 10.109346  0.12
C 12.824319 13.312843 9.050551  -0.73
C 6.520478 15.218782 8.982794  -0.75
C 6.771875 13.918072 9.412736  -0.56
C 9.571927 11.844781 8.164240  0.68
C 8.828814 6.052963 12.743633  -0.30
H 15.231219 14.867356 13.635324  0.35
H 7.429828 17.177674 8.731046  0.35
H 6.856765 5.951294 11.785646  0.30
H 12.887581 8.169726 9.601954  0.29
H 12.426572 13.582061 6.399737  0.55
H 12.123319 12.006100 14.310085  0.51
H 8.502288 6.666965 13.557440  0.25
H 5.561941 15.477806 8.576080  0.41
H 13.418889 13.974855 8.416044  0.55
H 6.029174 13.163540 9.413930  0.53
H 10.356600 13.185521 5.142738  0.39
H 12.373126 13.952903 9.844047  0.09
H 7.515241 11.345154 8.213846  0.52
H 11.888702 9.455285 9.101617  0.24
H 8.554478 11.806177 6.278011  0.49
H 7.189207 4.664220 12.973964  0.33
H 15.347031 14.040304 11.247763  0.46
H 13.533251 13.929537 15.081498  0.36
H 9.459054 16.616819 10.054219  0.40
H 8.617739 10.164300 9.030900  0.53
H 8.000782 4.667157 11.371939  0.31
H 9.558122 5.344065 13.159972  0.30

Atomic forces in eV per Å
Zn 0.1 -0.1 0.1
S 0.7 -0.6 0.7
S 0.3 0.2 0.3
S 0.0 -0.1 0.4
S -0.5 -0.5 -0.4
S -0.1 0.1 0.8
N 0.0 0.2 -0.1
N 0.1 -0.2 0.2
N 0.5 0.0 0.5
N 0.6 0.1 0.2
C -0.3 0.4 -0.6
C 0.4 0.5 0.6
C -0.9 -0.7 0.8
C -0.6 -1.2 0.0
C 0.1 -0.1 0.4
C 0.2 0.3 0.0
C 0.4 -0.1 0.0
C 0.7 -0.2 -0.4
C 0.2 0.0 -0.4
C -0.9 -0.2 -1.7
C -1.0 -0.1 0.4
C 1.2 0.1 -1.1
C 0.4 0.6 0.2
C -0.3 0.3 0.7
C -0.3 -0.2 -0.2
C 0.6 -0.4 0.8
C 1.2 0.4 -0.5
C -0.9 0.5 -0.4
C 0.0 1.1 0.5
C 0.6 -0.4 0.2
C -0.5 1.3 0.1
C -0.8 -0.1 -0.7
C 0.7 0.2 -0.3
H -0.5 -0.4 -0.4
H -0.2 -0.2 0.3
H 0.2 0.1 0.1
H -0.5 0.4 -0.2
H 0.7 0.6 -0.3
H -0.3 -0.1 0.6
H 0.0 0.6 0.5
H -0.2 0.1 -0.3
H -0.1 -0.1 0.0
H -0.9 -0.5 -0.5
H 0.1 -0.4 0.2
H 0.5 -0.4 -0.3
H -0.1 -0.2 0.3
H 0.1 -0.4 0.2
H -0.1 0.1 0.0
H 0.3 0.4 -0.6
H 0.5 0.2 -0.3
H -0.1 -0.2 0.2
H -0.5 -0.4 -0.4
H -0.3 -0.3 0.1
H -0.3 0.0 0.1
H -0.1 0.2 -0.2

Entry 3:
This record from the Open Molecules 2025 dataset describes C23H22O6S2 in the gas phase. The level of theory is wB97M-V/def2-TZVPD.

structure (SMILES) = COc1ccc([C@@H](c2ccc(C)cc2)C2(OC)S(=O)(=O)c3ccccc3S2(=O)=O)cc1
E = -2137.29133 a.u.
HOMO-LUMO gap = 8.47 eV
LUMO energy = 0.24 eV

Each line ends with the Mulliken charge.
CARTESIAN COORDINATES (ANGSTROEM)
S 0.734752 -6.578075 -3.041709  1.43
S -1.045164 -6.961089 -0.804739  1.52
O -2.284073 -6.473096 -1.327342  -0.72
O 2.163107 -6.698056 -3.259123  -0.64
O -0.090011 -5.866268 -3.984675  -0.62
O -1.828713 -3.131782 3.640792  -0.42
O 1.485551 -5.692281 -0.635213  -0.37
O -0.918946 -7.339340 0.576782  -0.72
C -0.808009 -2.732444 4.570396  -0.80
C -1.583538 -3.001412 2.317290  0.82
C 1.835948 -6.214128 0.851919  -0.70
C -1.522160 -9.569951 -1.601464  -0.77
C 1.751329 -2.226146 -4.284717  -1.04
C -1.825400 -4.058735 0.161655  -0.88
C 0.771134 -3.018460 -3.640847  -0.17
C 0.037222 -9.268625 -3.874615  -0.69
C 3.891002 -0.946638 -4.343290  -1.47
C -0.761539 -8.423563 -1.799587  0.47
C 3.055955 -2.141099 -2.269499  -1.07
C 0.263251 -5.671909 -1.323936  -0.23
C 0.937878 -3.385868 -2.305862  -0.17
C -0.150300 -2.452162 0.488867  -0.21
C -0.016958 -8.237445 -2.948551  0.17
C -2.324241 -3.855362 1.443738  -0.69
C 2.053940 -2.876667 -1.612700  -0.60
C 2.889091 -1.817632 -3.600736  1.17
C -0.138261 -4.173348 -1.564015  1.21
C -0.583403 -2.162650 1.784249  -0.91
C -0.616734 -3.542082 -0.274212  -0.57
C -1.431937 -10.636622 -2.497538  -0.55
C -0.620270 -10.489535 -3.647290  -0.58
H -3.077789 -4.537036 1.838700  0.39
H 3.972848 -1.824060 -1.773835  0.28
H 0.612207 -1.789938 0.087817  0.60
H -2.215736 -9.604726 -0.783544  0.45
H 3.490442 -0.012790 -4.775379  0.33
H -0.615476 -11.277222 -4.390341  0.38
H -0.994531 -4.368911 -2.295779  0.71
H -2.425692 -4.701318 -0.460805  0.74
H 2.206432 -3.122757 -0.587411  0.51
H -2.060929 -11.509721 -2.369136  0.39
H -0.660951 -1.647564 4.530617  0.32
H 1.676021 -1.959014 -5.336593  0.37
H 0.571290 -9.110153 -4.787607  0.49
H 0.159553 -3.203989 4.372111  0.34
H -0.054567 -3.392501 -4.231945  0.46
H 2.537061 -6.993041 0.669836  0.27
H 4.722527 -0.603902 -3.700585  0.34
H 0.910480 -6.561734 1.329494  0.31
H 2.110239 -5.335704 1.343284  0.28
H 4.301901 -1.534014 -5.179060  0.32
H -0.077392 -1.449837 2.445332  0.27
H -1.169581 -3.083417 5.538090  0.24

Atomic forces in eV per Å
S 0.2 0.5 -0.9
S 0.0 0.1 0.2
O -0.7 0.0 -0.2
O -1.2 0.0 0.6
O 0.0 -0.1 -0.4
O 0.1 0.2 0.6
O -0.2 -1.0 1.9
O 0.0 0.2 -0.1
C -0.4 0.0 -0.4
C 0.0 -0.7 -0.9
C -3.2 0.0 -2.8
C 0.1 -0.3 -0.1
C -0.6 -0.8 0.7
C -1.0 -0.2 1.2
C 1.0 0.4 -0.7
C 0.1 -0.5 -0.2
C 0.6 0.0 0.0
C 0.3 0.6 -0.4
C -0.7 -0.4 0.4
C 2.8 -1.6 0.9
C 0.2 0.6 0.5
C 1.0 0.0 -0.6
C 0.1 0.0 1.2
C 1.4 0.6 0.8
C 0.6 -0.2 -1.1
C 0.1 1.1 -0.7
C -1.1 -0.8 -2.1
C -0.7 -1.2 0.3
C -1.2 0.8 0.2
C 0.5 0.9 -0.6
C -0.6 0.9 0.8
H -0.1 0.5 -0.1
H -0.3 -0.1 0.2
H 0.1 -0.3 0.0
H -0.1 -0.1 0.4
H -0.3 -0.5 0.2
H 0.2 0.1 0.0
H 0.7 1.0 1.0
H 0.3 0.0 0.0
H 0.0 -0.2 0.5
H 0.2 0.0 0.1
H -0.1 -0.1 0.3
H -0.3 -0.1 0.2
H 0.3 0.0 -0.4
H -0.1 -0.1 -0.3
H -0.1 0.0 0.2
H 0.7 -0.2 0.1
H -0.3 -0.4 -0.2
H 0.5 -0.1 -0.4
H 1.1 1.2 0.5
H 0.1 0.3 0.2
H -0.2 -0.1 -0.7
H 0.1 0.3 -0.1

Entry 4:
This record from the Open Molecules 2025 dataset describes a molecular structure, C23H23AsPW. The level of theory is wB97M-V/def2-TZVPD.

spin multiplicity = 3
E = -3534.04168 a.u.
HOMO-LUMO gap (alpha / beta) = 6.81 / 6.09 eV
LUMO energy (alpha / beta) = -3.98 / -4.23 eV
net charge = +1
expectation value of S² = 2.019

Each line ends with the Mulliken charge.
CARTESIAN COORDINATES (ANGSTROEM)
W 0.022431 0.903123 -2.183426  0.61
As -0.074886 0.081195 0.016084  0.56
P -0.594070 3.078818 -2.664467  -0.18
C -0.571333 3.198938 3.604987  -0.50
C -1.459635 2.121735 3.519855  -0.58
C 4.149637 -0.508578 0.070959  -0.64
C 0.526526 2.455577 1.577088  -0.62
C -2.062396 -3.483780 1.333940  -0.59
C 1.784330 -0.468356 0.564565  0.45
C 0.179881 0.299561 -4.361417  -0.67
C 1.190929 -0.388954 -3.475455  -0.78
C 3.355414 -1.144119 2.270478  -0.75
C -2.765290 -1.054289 0.140730  -0.48
C -0.858810 -1.485036 -3.300030  -0.46
C -3.753224 -2.000878 0.434535  -0.68
C -1.045116 -0.433912 -4.221538  -0.40
C -3.403420 -3.213395 1.039683  -0.49
C -1.350658 1.195582 2.471083  -0.08
C -1.430194 -1.320712 0.468991  0.43
C -0.350496 1.368917 1.511599  0.48
C 4.410843 -0.952619 1.372209  -0.50
C 0.501214 -1.526819 -2.914234  -0.33
C 2.834163 -0.243830 -0.326519  -0.14
C 0.418438 3.368811 2.629567  -0.61
C -1.062486 -2.544910 1.033560  -0.44
C 2.031871 -0.901528 1.870793  -0.25
H 2.256210 -0.191208 -3.501124  0.73
H 0.977706 -2.238114 -2.237294  0.39
H 3.558289 -1.478924 3.289164  0.40
H 1.110797 4.210518 2.688938  0.39
H -3.042480 -0.107940 -0.331429  0.43
H 0.485525 4.005889 -2.485490  0.11
H 0.429227 1.054700 -5.101041  0.67
H -1.789818 -4.432615 1.799703  0.40
H -0.995555 3.396532 -4.001785  0.13
H -0.013144 -2.763331 1.240759  0.42
H -1.636744 3.700638 -1.911081  0.12
H -4.178175 -3.947180 1.275765  0.39
H 4.967026 -0.360100 -0.636256  0.41
H -2.240749 1.995418 4.271980  0.41
H 1.209256 -1.032105 2.577400  0.48
H -4.795935 -1.785595 0.194197  0.42
H 1.301659 2.588281 0.817453  0.35
H 5.440691 -1.144450 1.682975  0.39
H 2.635563 0.163718 -1.328252  0.09
H -1.644268 -2.133617 -2.910165  0.42
H -1.975952 -0.158660 -4.722314  0.40
H -2.035823 0.348449 2.413092  0.34
H -0.646950 3.909142 4.431167  0.37

Atomic forces in eV per Å
W -2.2 -1.9 -3.0
As 0.5 -1.2 4.5
P -0.1 1.6 -0.4
C 0.0 -0.2 -0.2
C 0.2 0.0 -0.2
C -0.1 0.0 0.2
C -0.2 0.1 0.2
C 0.0 0.1 -0.1
C -0.9 0.0 0.1
C 1.8 -1.4 0.3
C -1.2 -0.3 -2.3
C -0.3 0.1 -0.2
C 0.0 -0.2 0.1
C 0.1 0.4 0.6
C 0.2 0.0 0.0
C 0.4 1.7 0.5
C 0.2 0.2 0.0
C 0.2 0.3 0.1
C 0.6 0.1 -0.5
C -0.1 -0.2 -0.3
C -0.2 0.0 -0.2
C 0.7 1.3 0.6
C 0.1 -0.1 0.0
C -0.1 -0.2 -0.1
C -0.4 0.0 0.0
C 0.5 -0.1 -0.1
H -0.1 -0.2 -0.1
H -0.3 0.2 -0.2
H -0.1 0.1 -0.3
H -0.2 -0.3 0.0
H 0.1 -0.3 0.1
H -0.6 0.1 -0.1
H -0.1 -0.2 0.2
H -0.1 0.3 -0.2
H 0.1 -0.1 0.5
H -0.3 0.0 0.0
H 0.4 0.0 -0.3
H 0.3 0.3 -0.1
H -0.2 0.0 0.2
H 0.3 0.0 -0.2
H 0.3 0.0 -0.2
H 0.3 -0.1 0.1
H -0.2 0.0 0.2
H -0.4 0.1 -0.1
H 0.1 -0.3 0.5
H 0.3 0.1 -0.2
H 0.3 -0.2 0.3
H 0.2 0.3 0.0
H 0.0 -0.2 -0.3

Question: Which of these has the lowest E?
Answer: C23H22N4S5Zn